(1)
{"formula": "C2H6N2O2S", "method": "wB97M-V/def2-TZVPD", "symbols": ["S", "O", "O", "N", "N", "C", "C", "H", "H", "H", "H", "H", "H"], "xyz": [[-1.032459, -0.867116, -0.056144], [-2.257556, -1.194205, -0.808688], [-0.885564, -1.586634, 1.163301], [-1.193836, 1.977658, -0.077749], [-1.708691, 1.048827, 0.509307], [1.683831, -0.358071, -0.856281], [1.646246, -0.362474, 0.491341], [0.862492, 0.190230, -1.190239], [0.729251, -0.047988, 1.019249], [-0.186689, 2.237937, 0.271377], [2.516942, -0.786353, -1.531654], [-2.573865, 0.711999, 0.151591], [2.399893, -0.963816, 0.914589]], "forces_ev_per_a": [[-1.6784, -3.2208, -1.7283], [1.2148, 0.7874, 0.8198], [0.0443, -0.5881, 0.8472], [0.7633, 2.3909, -0.4550], [1.7071, 0.3102, 1.5239], [1.8985, -0.1311, 1.1910], [0.1052, -0.7021, -2.0836], [-0.8106, 0.6447, -2.0083], [1.4831, 0.1241, 0.1090], [-1.8570, -1.1535, -0.2022], [-1.6386, 0.8516, 1.3465], [-1.9144, 0.9165, -0.8461], [0.6827, -0.2298, 1.4860]], "total_energy_ha": -737.80437, "multiplicity": 1, "homo_ev": -9.804, "orbital_gap_ev": 8.4, "e_above_lowest_kj_mol": 521.7, "charge": 0}



(2)
{"formula": "C2H7N2P", "method": "wB97M-V/def2-TZVPD", "symbols": ["P", "N", "N", "C", "C", "H", "H", "H", "H", "H", "H", "H"], "xyz": [[3.588129, -0.190883, 0.618724], [-0.002915, -0.387411, 0.138757], [2.806281, 0.104595, -0.583867], [-1.222624, -0.893570, -0.403689], [-0.333555, 1.126548, 0.501981], [-0.704439, 1.011651, 1.486523], [0.816378, -0.387480, -0.355476], [-1.062884, 1.381473, -0.284538], [-1.497911, -0.706364, -1.475710], [-1.080319, -1.990948, -0.410336], [0.687125, 1.608688, 0.491367], [-1.993266, -0.676304, 0.276259]], "forces_ev_per_a": [[0.3192, -0.1378, 0.4983], [-2.8267, 3.3278, 2.7501], [-0.0427, 0.1810, -0.5290], [1.5829, -2.9164, -1.7686], [2.5666, -3.0695, -1.7359], [-0.7195, 0.6753, 0.8825], [1.8298, -0.3591, -2.1061], [0.4482, 0.9516, 0.6725], [0.1650, 0.7271, 0.7517], [-0.5355, 0.1221, 0.0715], [-1.5239, 0.1651, -0.0912], [-1.2634, 0.3327, 0.6042]], "smiles": "CNC.N#P", "total_energy_ha": -531.17315, "multiplicity": 1, "homo_ev": -8.369, "orbital_gap_ev": 8.0, "e_above_lowest_kj_mol": 206.8, "charge": 0}



(3)
{"formula": "C31H30BrCl2N3O10PtS2", "method": "wB97M-V/def2-TZVPD", "symbols": ["Pt", "Br", "Cl", "Cl", "S", "S", "O", "O", "O", "O", "O", "O", "O", "O", "O", "O", "N", "N", "N", "C", "C", "C", "C", "C", "C", "C", "C", "C", "C", "C", "C", "C", "C", "C", "C", "C", "C", "C", "C", "C", "C", "C", "C", "C", "C", "C", "C", "C", "C", "C", "H", "H", "H", "H", "H", "H", "H", "H", "H", "H", "H", "H", "H", "H", "H", "H", "H", "H", "H", "H", "H", "H", "H", "H", "H", "H", "H", "H", "H", "H"], "xyz": [[0.953285, -0.153533, 1.397297], [1.861936, -1.107260, -3.775139], [-5.708300, -0.353069, -0.993814], [-1.435114, -1.626878, -4.144756], [3.560187, 0.570122, 3.239102], [0.578702, 2.262031, 2.757796], [-0.902670, 0.976747, -2.022116], [0.755610, 0.991861, 3.477346], [4.942764, 0.209352, 3.096431], [3.113194, 0.774898, 4.580646], [2.069605, 1.104801, 0.141773], [3.114620, -0.427559, -1.137536], [-0.134139, 1.895364, 1.483507], [2.744056, -0.506041, 2.471434], [-0.078445, 3.278536, 3.517332], [-0.148897, -0.348516, -0.381853], [-2.872836, -1.630926, -1.623822], [1.740119, -1.892271, 0.365548], [-0.036125, -1.397387, 2.890825], [1.419502, 3.505083, -3.182907], [-5.470086, 0.227602, -3.581929], [1.109203, 2.886202, -4.380674], [3.351326, 4.683152, 1.242436], [-4.875444, 0.245733, -4.826624], [3.357770, 2.136245, 2.370714], [1.542101, -4.131291, 1.426515], [1.869013, 2.750814, -2.116325], [2.041351, 1.374601, -2.232872], [-1.032359, 0.507312, -0.924767], [-2.995523, -0.908333, -3.907041], [4.529810, 2.675357, 1.857822], [2.458796, 0.599080, -1.015231], [-3.396302, -2.805060, 0.422536], [0.503818, -2.715070, 3.233931], [-4.829042, -0.348248, -2.496284], [1.259679, 1.516650, -4.521147], [-3.629518, -0.332649, -4.986341], [2.175268, 2.876602, 2.292485], [2.452994, -2.979111, 1.048104], [2.172565, 4.145205, 1.729777], [1.723828, 0.758601, -3.457621], [-3.629495, -2.829049, 1.791719], [-3.510522, -1.656713, 2.524655], [4.524338, 3.943760, 1.296047], [0.263271, -3.668937, 2.078350], [-3.556466, -0.940455, -2.617228], [-3.106886, -0.483492, 1.889176], [-2.336723, 0.802343, -0.135488], [-3.079894, -1.613848, -0.220513], [-2.888909, -0.441376, 0.514901], [-3.908266, -3.755206, 2.279672], [1.029251, -2.230919, -0.281822], [5.444348, 4.357378, 0.903432], [-6.454618, 0.651998, -3.436107], [-3.026190, 1.252740, -0.847973], [1.567495, -2.594046, 3.436867], [-1.046200, -1.432895, 2.740429], [2.100388, -4.794968, 2.089421], [0.726114, 3.467555, -5.210384], [-5.381743, 0.699179, -5.667210], [1.004920, 1.023261, -5.448413], [-3.725970, -1.656921, 3.588597], [-3.490223, -3.709695, -0.166961], [5.431148, 2.082495, 1.913190], [-0.293919, -4.544369, 2.411630], [1.236314, 4.688636, 1.691291], [2.427370, -1.302606, -0.173943], [1.279893, -4.713182, 0.538244], [0.036302, -3.080797, 4.147712], [-0.363325, -3.152372, 1.344137], [-3.141225, -0.340348, -5.951298], [-2.068085, 1.526716, 0.626065], [0.175746, -0.712944, 3.622047], [2.941328, -2.533948, 1.911772], [1.306470, 4.576074, -3.078835], [3.245908, -3.363964, 0.403322], [2.091303, 3.220709, -1.165825], [-2.964046, 0.426090, 2.466595], [3.346592, 5.674037, 0.806107], [-2.062126, -2.128653, -1.947954]], "forces_ev_per_a": [[1.6354, -3.6985, -4.1649], [0.1645, 0.0577, 0.0969], [-0.0095, -0.0559, 0.0112], [-0.0598, -0.0169, -0.0771], [0.6263, 0.2496, 0.5122], [-0.9897, 0.3724, 1.0631], [0.5100, -0.2694, -0.0842], [-0.0309, 0.9770, 0.5129], [-0.0872, -0.2131, -0.4138], [-0.1943, -0.1707, -0.0053], [-0.6636, -1.1125, -0.0641], [0.2590, 0.1333, 0.0682], [0.8965, -0.2493, 0.6333], [-0.9122, 0.8670, 0.0580], [-0.0325, 0.3463, -0.2898], [0.0711, 0.2256, 0.8726], [-0.2959, 0.2284, -0.0683], [-0.2441, 0.9559, 1.2276], [0.4587, 1.4335, -0.5154], [0.0372, 0.1410, 0.0056], [-0.0290, 0.0944, 0.0557], [-0.0884, 0.0056, -0.0802], [0.0477, 0.0244, -0.0900], [-0.0583, 0.0298, -0.0596], [-0.1211, -0.0398, 0.1114], [0.1013, -0.0913, -0.3216], [0.0466, -0.0784, 0.0520], [-0.0410, -0.1763, -0.0142], [-1.3695, 0.3694, 0.6050], [-0.0279, 0.0669, 0.0968], [-0.1264, 0.0016, 0.0257], [-0.2517, 0.6477, -0.4187], [-0.0836, 0.0010, 0.0432], [0.1783, -0.1489, -0.2460], [0.2509, -0.1477, -0.0087], [0.0130, -0.0984, 0.1290], [0.0808, 0.0036, -0.0853], [0.1411, -0.2161, -0.0152], [-0.0079, -0.1623, 0.3160], [-0.0651, -0.1709, 0.1203], [0.3146, 0.2844, 0.2836], [0.1442, -0.0056, -0.0489], [0.0243, 0.0549, 0.0630], [-0.0416, 0.0359, -0.0350], [-0.2875, -0.2974, 0.1330], [-0.1520, -0.1910, 0.1975], [-0.1570, 0.0505, 0.0284], [0.5990, -0.5832, -0.1418], [0.0294, -0.0612, -0.0390], [0.3817, 0.1254, 0.2189], [-0.0141, 0.0308, -0.0304], [-0.2242, 0.3737, 0.1131], [-0.0145, -0.0108, 0.0038], [0.0439, 0.0039, 0.0425], [-0.0240, 0.0017, 0.0112], [-0.0669, 0.0589, 0.1047], [0.0358, 0.0842, -0.1208], [-0.0137, -0.0302, 0.0058], [0.0521, -0.0179, 0.0012], [0.0048, -0.0088, 0.0044], [-0.0145, 0.0126, -0.0037], [0.0517, 0.0321, -0.0718], [-0.0654, 0.0553, -0.0189], [0.0274, 0.0621, 0.0141], [-0.1187, 0.0445, -0.0315], [0.0759, 0.0536, -0.0347], [0.2122, -0.3788, -0.2891], [0.1210, -0.0406, -0.0166], [-0.1170, 0.2063, 0.0697], [-0.0956, -0.1463, -0.0082], [0.0274, -0.0168, 0.0305], [-0.2056, 0.1328, 0.0554], [-0.3822, -0.0935, 0.2084], [0.0909, -0.0802, -0.0396], [-0.0271, -0.0069, 0.0181], [0.0239, 0.3089, -0.2003], [-0.0294, -0.0434, -0.0058], [-0.0265, -0.0558, -0.0278], [0.0272, -0.0139, 0.0276], [0.0618, -0.0459, -0.0656]], "total_energy_ha": -6526.03145, "multiplicity": 1, "homo_ev": -8.277, "orbital_gap_ev": 5.7, "e_above_lowest_kj_mol": 253.5, "charge": 0}



(4)
{"formula": "C3H9O4S", "method": "wB97M-V/def2-TZVPD", "symbols": ["S", "O", "O", "O", "O", "C", "C", "C", "H", "H", "H", "H", "H", "H", "H", "H", "H"], "xyz": [[1.835149, 1.128991, 0.916981], [3.345575, -1.251278, -1.089603], [-2.799071, 0.567769, 1.757506], [-1.028921, -0.223555, -2.191295], [-2.492172, -0.916180, -0.650211], [0.281297, 0.934037, 0.054929], [-0.156774, -0.566044, -0.030954], [-1.349421, -0.540746, -1.024776], [3.121467, -0.632927, -0.383863], [1.463752, 0.485572, 2.044869], [0.696012, -1.098386, -0.431920], [-2.499262, 1.427237, 1.537826], [2.674919, -1.073187, -1.769897], [-0.491171, -0.935067, 0.937705], [0.603401, 1.115348, -0.971638], [-2.711595, -0.094762, 1.047430], [-0.493186, 1.673184, 0.246910]], "forces_ev_per_a": [[0.0708, 0.1935, 0.9829], [-0.1692, -0.0008, -0.4802], [-0.7428, -1.2283, 1.6007], [0.1272, 0.3284, 0.1577], [0.3874, 0.4201, 0.8236], [0.4948, -1.3169, -1.3655], [-1.0438, 1.9487, 0.4160], [-0.0522, -1.2582, -1.1974], [-0.1204, 0.1161, 0.1391], [0.2047, 0.1532, -0.1066], [-0.0834, -0.3769, 0.0060], [0.4739, 0.7396, -0.9194], [0.2600, -0.1164, 0.3026], [0.2348, -0.1294, 0.0792], [-0.2316, 0.2945, -0.1607], [0.1646, 0.4228, -0.8384], [0.0254, -0.1901, 0.5606]], "total_energy_ha": -818.93308, "multiplicity": 1, "homo_ev": -4.843, "orbital_gap_ev": 7.8, "e_above_lowest_kj_mol": 38.8, "charge": -1}



Please write out number 4 again, unchanged.
{"formula": "C3H9O4S", "method": "wB97M-V/def2-TZVPD", "symbols": ["S", "O", "O", "O", "O", "C", "C", "C", "H", "H", "H", "H", "H", "H", "H", "H", "H"], "xyz": [[1.835149, 1.128991, 0.916981], [3.345575, -1.251278, -1.089603], [-2.799071, 0.567769, 1.757506], [-1.028921, -0.223555, -2.191295], [-2.492172, -0.916180, -0.650211], [0.281297, 0.934037, 0.054929], [-0.156774, -0.566044, -0.030954], [-1.349421, -0.540746, -1.024776], [3.121467, -0.632927, -0.383863], [1.463752, 0.485572, 2.044869], [0.696012, -1.098386, -0.431920], [-2.499262, 1.427237, 1.537826], [2.674919, -1.073187, -1.769897], [-0.491171, -0.935067, 0.937705], [0.603401, 1.115348, -0.971638], [-2.711595, -0.094762, 1.047430], [-0.493186, 1.673184, 0.246910]], "forces_ev_per_a": [[0.0708, 0.1935, 0.9829], [-0.1692, -0.0008, -0.4802], [-0.7428, -1.2283, 1.6007], [0.1272, 0.3284, 0.1577], [0.3874, 0.4201, 0.8236], [0.4948, -1.3169, -1.3655], [-1.0438, 1.9487, 0.4160], [-0.0522, -1.2582, -1.1974], [-0.1204, 0.1161, 0.1391], [0.2047, 0.1532, -0.1066], [-0.0834, -0.3769, 0.0060], [0.4739, 0.7396, -0.9194], [0.2600, -0.1164, 0.3026], [0.2348, -0.1294, 0.0792], [-0.2316, 0.2945, -0.1607], [0.1646, 0.4228, -0.8384], [0.0254, -0.1901, 0.5606]], "total_energy_ha": -818.93308, "multiplicity": 1, "homo_ev": -4.843, "orbital_gap_ev": 7.8, "e_above_lowest_kj_mol": 38.8, "charge": -1}